1.
DFT (ωB97M-V/def2-TZVPD) results for a structure of composition C19H20ClN4O5Ta.

Positions of all 50 atoms, in Å:
Ta -0.803 -0.227 0.852
N 1.448 -0.463 1.026
N 1.762 -0.682 2.388
C 0.789 -0.426 3.340
O 0.899 -0.435 4.506
O -0.421 -0.201 2.671
H 1.809 -1.242 0.472
H 1.890 0.397 0.694
H 2.729 -0.725 2.677
C 0.456 4.384 -0.033
C 0.439 3.902 1.268
C -0.024 2.620 1.528
C -0.508 1.808 0.476
C -0.501 2.335 -0.835
C -0.006 3.599 -1.087
H 0.823 5.382 -0.232
H 0.784 4.526 2.081
H -0.030 2.276 2.554
H -0.892 1.751 -1.661
H 0.006 3.990 -2.095
C -2.721 -4.987 4.066
C -1.293 -4.654 3.749
C -0.336 -4.500 4.738
C 0.986 -4.195 4.428
Cl 2.150 -4.006 5.689
C 1.375 -4.061 3.113
C 0.427 -4.196 2.098
C -0.889 -4.482 2.425
O -1.893 -4.612 1.470
C -1.620 -4.050 0.232
C -1.459 -2.559 0.397
O -2.083 -1.901 1.262
O -0.627 -1.862 -0.352
H -2.864 -5.080 5.140
H -3.015 -5.927 3.598
H -3.395 -4.216 3.690
H -0.619 -4.620 5.776
H 2.420 -3.895 2.883
H 0.770 -4.170 1.073
H -2.483 -4.228 -0.416
H -0.736 -4.461 -0.261
N -4.470 0.213 -1.456
C -4.651 1.278 -0.606
C -3.547 1.321 0.175
N -2.702 0.280 -0.188
C -3.307 -0.370 -1.180
H -5.108 -0.079 -2.183
H -5.528 1.900 -0.635
H -3.299 2.017 0.958
H -2.922 -1.223 -1.714

Force components x, y, z for each atom (eV/Å):
-0.384 0.413 0.468
0.289 -0.046 0.033
-0.177 0.130 0.247
0.026 -0.401 -0.279
0.142 0.102 0.072
-0.279 0.131 -0.310
-0.036 -0.027 0.021
0.077 -0.003 -0.022
0.057 0.028 -0.058
-0.002 0.011 -0.098
-0.012 -0.090 0.061
0.019 0.175 -0.128
0.197 -0.035 0.058
-0.077 -0.180 0.085
0.064 0.070 0.015
-0.006 0.004 0.007
0.001 -0.009 0.010
-0.022 -0.038 0.028
-0.026 0.006 -0.035
-0.013 -0.017 -0.009
0.004 -0.009 0.032
-0.062 0.048 -0.005
0.026 -0.004 0.095
-0.092 -0.013 0.031
-0.040 0.004 -0.014
0.102 0.022 -0.093
0.083 -0.011 0.100
0.015 0.069 -0.061
0.010 -0.098 0.043
0.029 -0.069 0.057
0.001 -0.163 -0.091
-0.003 -0.098 0.009
0.058 0.049 -0.153
-0.002 0.000 0.002
0.001 0.004 0.001
-0.002 -0.003 -0.001
-0.012 -0.002 -0.001
-0.059 0.002 -0.054
0.006 0.034 -0.071
0.003 0.016 0.012
-0.029 0.059 -0.082
-0.012 -0.007 0.007
0.010 0.005 -0.002
0.008 0.008 0.010
0.092 -0.098 0.052
0.022 0.012 0.008
-0.005 0.003 0.004
-0.001 0.001 0.002
0.007 0.007 -0.010
0.004 0.008 0.009

Output
HOMO: -13.51 eV
strongest force on any atom: 0.7 eV Å⁻¹
charge: +2

Partial atomic charges computed with the Löwdin method, in multiples of e: 1.988, 0.005, 0.066, -0.560, 0.226, -0.177, 0.143, 0.139, 0.182, -0.018, -0.039, -0.101, -0.353, -0.110, -0.043, 0.128, 0.126, 0.100, 0.101, 0.124, -0.007, -0.179, -0.028, -0.666, 0.722, -0.117, -0.028, -0.217, -0.006, -0.088, -0.508, -0.013, -0.127, 0.090, 0.099, 0.090, 0.126, 0.109, 0.111, 0.169, 0.148, 0.121, -0.012, -0.081, -0.112, -0.127, 0.186, 0.142, 0.127, 0.149

2.
DFT (ωB97M-V/def2-TZVPD) results for a structure of composition C29H36N6O2Pb at a distorted geometry.

Positions of all 74 atoms, in Å:
Pb 0.503 -0.291 -0.338
C 4.131 -1.448 -3.246
C 2.907 -0.735 -2.703
O 2.397 -1.199 -1.676
C 2.478 0.406 -3.448
C 1.392 1.248 -3.271
C 1.178 2.320 -4.314
N 0.484 1.140 -2.282
N -0.447 2.072 -2.287
C -1.318 2.105 -1.261
O -1.290 1.384 -0.240
C -2.335 3.187 -1.355
C -2.704 3.747 -2.575
C -3.687 4.722 -2.622
C -4.288 5.163 -1.450
C -3.903 4.628 -0.229
C -2.934 3.640 -0.183
H 5.019 -0.995 -2.797
H 4.203 -1.366 -4.329
H 4.100 -2.494 -2.950
H 3.088 0.639 -4.309
H 2.045 2.408 -4.965
H 0.972 3.276 -3.838
H 0.304 2.062 -4.914
H -2.219 3.404 -3.478
H -3.991 5.140 -3.573
H -5.052 5.929 -1.490
H -4.364 4.976 0.686
H -2.620 3.202 0.755
N -0.157 -2.556 1.715
C 0.069 -2.434 2.844
N 0.284 -2.262 4.137
C -0.835 -2.430 5.062
C -0.684 -1.474 6.240
C 0.693 -1.641 6.886
C 1.790 -1.419 5.844
C 1.620 -2.415 4.703
H -0.867 -3.464 5.430
H -1.757 -2.233 4.516
H -1.473 -1.679 6.965
H -0.801 -0.446 5.888
H 0.783 -2.653 7.293
H 0.806 -0.934 7.708
H 2.777 -1.541 6.293
H 1.717 -0.405 5.444
H 1.751 -3.435 5.089
H 2.355 -2.249 3.917
N -1.154 -1.833 -2.183
C -1.718 -2.824 -2.327
C -2.446 -4.037 -2.532
C -1.937 -5.034 -3.364
C -2.682 -6.177 -3.594
C -3.925 -6.334 -2.997
C -4.428 -5.343 -2.166
C -3.693 -4.195 -1.928
H -0.969 -4.900 -3.826
H -2.296 -6.947 -4.249
H -4.503 -7.230 -3.181
H -5.402 -5.461 -1.709
H -4.072 -3.413 -1.284
C 2.595 2.840 2.018
C 2.426 2.560 0.506
C 1.674 3.757 -0.118
C 3.831 2.470 -0.143
N 1.722 1.349 0.375
H 3.209 3.730 2.164
H 3.074 1.986 2.499
H 1.616 2.997 2.472
H 2.224 4.684 0.059
H 0.676 3.839 0.317
H 1.566 3.605 -1.191
H 4.433 3.356 0.082
H 3.721 2.375 -1.225
H 4.339 1.580 0.229

Force components x, y, z for each atom (eV/Å):
-0.006 -0.331 0.691
-0.086 0.055 0.064
0.319 -0.655 0.212
-0.020 0.287 -0.388
-0.541 0.468 0.088
0.404 0.083 -0.857
0.055 -0.027 0.185
-0.437 -0.049 0.839
0.335 0.163 -1.133
-0.083 -0.206 0.951
-0.160 0.118 -0.634
-0.076 0.110 -0.003
0.041 -0.069 -0.019
-0.044 0.034 -0.005
0.000 0.029 -0.006
-0.004 0.004 0.002
0.013 -0.105 0.002
0.023 0.014 -0.046
0.061 0.014 -0.004
-0.007 0.011 0.019
0.031 -0.018 -0.002
0.005 -0.050 0.010
-0.007 0.034 -0.048
-0.036 0.075 0.006
-0.010 0.000 -0.001
0.026 0.004 -0.006
-0.002 -0.003 0.000
0.010 0.009 0.000
-0.044 -0.008 0.009
0.007 -0.187 0.263
-0.054 -0.129 -0.191
-0.105 0.100 0.071
-0.124 0.103 0.127
0.122 -0.181 0.009
-0.039 0.207 -0.135
-0.098 -0.164 0.058
0.215 0.121 0.070
0.019 0.000 -0.056
0.010 -0.039 -0.009
-0.028 0.038 -0.020
-0.027 0.003 -0.003
0.009 0.022 0.074
0.010 -0.065 0.050
0.015 0.004 -0.032
0.065 0.015 -0.002
-0.016 -0.016 -0.076
-0.043 -0.009 -0.031
-0.171 -0.136 -0.272
0.206 0.262 0.045
-0.290 -0.311 -0.051
0.043 0.109 0.027
-0.007 -0.058 -0.024
0.029 0.029 0.006
-0.057 -0.029 0.018
0.094 0.075 -0.019
-0.004 -0.004 -0.012
0.023 -0.003 0.021
-0.006 0.005 -0.010
0.015 -0.005 0.025
-0.025 -0.009 -0.003
-0.124 -0.189 -0.207
0.514 0.339 0.003
0.000 -0.296 0.124
-0.213 0.101 0.170
0.108 0.155 0.149
0.017 0.005 0.034
0.040 0.035 0.052
0.011 -0.005 0.040
-0.021 0.024 -0.052
-0.003 0.028 0.022
-0.009 0.066 -0.080
0.043 -0.015 -0.095
0.046 -0.004 -0.030
0.042 0.015 0.027

Output
HOMO (alpha / beta): -7.01 / -6.39 eV
strongest force on any atom: 1.2 eV Å⁻¹

Partial atomic charges computed with the Löwdin method, in multiples of e: 1.276, -0.017, -0.454, -0.146, -0.001, -0.304, -0.038, -0.055, 0.071, -0.458, -0.140, -0.147, -0.029, -0.084, -0.092, -0.081, -0.023, 0.091, 0.075, 0.082, 0.101, 0.073, 0.071, 0.087, 0.105, 0.100, 0.099, 0.101, 0.115, 0.099, -0.298, -0.111, -0.151, -0.182, -0.205, -0.181, -0.151, 0.128, 0.127, 0.112, 0.119, 0.113, 0.109, 0.113, 0.119, 0.127, 0.128, 0.138, -0.142, -0.221, -0.027, -0.074, -0.076, -0.073, -0.025, 0.120, 0.106, 0.106, 0.107, 0.122, -0.064, -0.772, -0.056, -0.071, -0.118, 0.075, 0.070, 0.073, 0.078, 0.074, 0.057, 0.070, 0.061, 0.071

Question: Number 2 is which compound?
Answer: C29H36N6O2Pb

Question: Which of these has the highest strongest force on any atom?
Answer: C29H36N6O2Pb

Question: strongest force on any atom of number 2 (C29H36N6O2Pb)?
Answer: 1.2 eV Å⁻¹

Question: Which formula does entry 2 have?
Answer: C29H36N6O2Pb